DFT (wB97M-V/def2-TZVPD) results for a molecular structure, CH2BrF2NO2S in a non-equilibrium geometry.

Each line ends with the Löwdin charge.
Positions of all 10 atoms, in Å:
C: 1.131 0.526 0.284  -0.962
N: -1.583 -0.243 -0.224  -0.117
O: 0.233 -1.358 -1.364  -0.285
O: -0.143 -1.651 1.140  -0.276
F: 1.112 0.956 1.479  0.085
F: 0.515 1.809 -0.603  -0.229
S: -0.088 -0.906 -0.068  0.530
Br: 2.764 0.332 -0.421  0.979
H: -2.202 -0.043 0.693  0.155
H: -1.738 0.578 -0.915  0.121

Calculated values
- largest force on an atom (eV/A) = 4.898
- relative energy (zero: lowest compared OMol25 entry of this formula, charge and spin) (kcal/mol) = 39.58
- lowest unoccupied orbital energy (eV) = 0.38
- highest occupied orbital energy (hartree) = -0.413